{
  "formula": "C32H37AsNO2PS2Se2Si2W",
  "method": "the ωB97M-V functional and the def2-TZVPD basis",
  "e_tot_ha": -10269.41493,
  "s2": 2.031,
  "e_above_lowest_kcal_mol": 0.3,
  "total_charge": 0,
  "homo_lumo_gap_ev": [6.464, 5.751],
  "multiplicity": 3,
  "homo_ev": [-7.27, -7.63],
  "symbols": ["W", "Se", "P", "Se", "C", "C", "C", "C", "C", "C", "C", "C", "C", "C", "C", "C", "H", "H", "H", "H", "H", "H", "H", "H", "H", "H", "O", "C", "O", "C", "C", "C", "C", "C", "C", "S", "H", "H", "H", "H", "C", "Si", "C", "C", "As", "Si", "C", "C", "C", "H", "H", "H", "H", "H", "H", "H", "H", "H", "H", "H", "H", "H", "H", "H", "H", "H", "H", "S", "C", "N", "C", "C", "C", "C", "C", "C", "H", "H", "H", "H", "H"],
  "positions_angstrom": [[-1.065, -0.577, -0.287], [-2.816, -1.112, -1.612], [0.604, -2.009, -1.512], [-1.134, -1.991, 1.462], [1.177, -1.791, -3.172], [0.468, -0.923, -4.014], [0.868, -0.758, -5.329], [1.960, -1.458, -5.822], [2.659, -2.334, -4.998], [2.277, -2.504, -3.681], [1.846, -2.926, -0.585], [1.458, -4.010, 0.201], [2.393, -4.681, 0.974], [3.720, -4.276, 0.969], [4.117, -3.201, 0.185], [3.185, -2.528, -0.589], [-0.364, -0.347, -3.639], [0.326, -0.067, -5.961], [2.270, -1.323, -6.851], [3.503, -2.888, -5.387], [2.818, -3.194, -3.048], [0.420, -4.319, 0.214], [2.083, -5.520, 1.583], [4.448, -4.799, 1.576], [5.152, -2.882, 0.182], [3.493, -1.685, -1.198], [-0.934, 2.000, -3.410], [-1.008, 1.858, -2.206], [-0.375, 0.899, -1.575], [-1.766, 2.835, -1.351], [-2.260, 3.964, -2.004], [-2.886, 4.984, -1.316], [-3.020, 4.884, 0.063], [-2.549, 3.766, 0.724], [-1.928, 2.717, 0.034], [-1.470, 1.366, 1.085], [-2.121, 4.015, -3.075], [-3.259, 5.851, -1.844], [-3.498, 5.676, 0.627], [-2.662, 3.684, 1.799], [2.024, 2.428, 3.322], [1.986, 0.602, 2.905], [0.693, -0.215, 3.973], [3.662, -0.188, 3.193], [1.538, 0.267, 0.611], [2.574, 2.074, -0.522], [2.678, 1.676, -2.348], [1.632, 3.654, -0.195], [4.327, 2.179, 0.148], [2.292, 2.542, 4.376], [1.034, 2.867, 3.176], [2.739, 3.000, 2.729], [0.881, 0.042, 5.020], [0.716, -1.300, 3.878], [-0.311, 0.127, 3.714], [3.986, -0.033, 4.226], [4.423, 0.235, 2.534], [3.616, -1.263, 3.006], [2.528, 2.574, -2.952], [1.910, 0.966, -2.648], [3.659, 1.262, -2.594], [0.618, 3.594, -0.591], [2.142, 4.487, -0.687], [1.565, 3.872, 0.871], [4.831, 1.216, 0.036], [4.382, 2.466, 1.200], [4.894, 2.916, -0.428], [-6.509, 0.461, 2.796], [-4.990, 0.695, 1.976], [-4.464, -0.340, 1.431], [-5.267, -1.451, 1.634], [-4.980, -2.736, 1.169], [-5.872, -3.751, 1.443], [-7.043, -3.506, 2.173], [-7.340, -2.242, 2.641], [-6.439, -1.216, 2.363], [-4.533, 1.675, 1.939], [-4.070, -2.905, 0.604], [-5.666, -4.752, 1.088], [-7.727, -4.320, 2.374], [-8.245, -2.054, 3.204]],
  "atomic_forces_ev_per_a": [[0.4, 0.5, -0.7], [-0.1, 0.1, -0.1], [-0.3, -0.2, 0.2], [0.0, -0.4, 0.5], [0.1, 0.1, -0.1], [0.0, 0.0, -0.1], [0.0, 0.0, 0.0], [0.0, 0.0, 0.0], [0.0, 0.0, 0.0], [-0.1, 0.0, 0.0], [0.1, 0.0, -0.1], [0.0, 0.0, 0.0], [0.0, 0.0, 0.0], [0.0, 0.0, 0.0], [0.0, 0.0, 0.0], [0.0, 0.0, 0.0], [0.0, 0.0, 0.0], [0.0, 0.0, 0.0], [0.0, 0.0, 0.0], [0.0, 0.0, 0.0], [0.0, 0.0, 0.0], [0.0, 0.0, 0.0], [0.0, 0.0, 0.0], [0.0, 0.0, 0.0], [0.0, 0.0, 0.0], [0.0, 0.0, 0.0], [0.0, 0.0, 0.0], [-0.1, 0.0, 0.0], [0.1, -0.1, 0.1], [0.0, -0.1, 0.0], [0.0, 0.0, 0.0], [0.0, 0.0, 0.0], [0.0, 0.0, 0.0], [0.0, 0.0, 0.0], [0.0, 0.1, 0.1], [-0.1, -0.1, -0.1], [0.0, 0.0, 0.0], [0.0, 0.0, 0.0], [0.0, 0.0, 0.0], [0.0, 0.0, 0.0], [0.0, 0.0, 0.0], [0.0, 0.0, 0.1], [0.0, 0.0, 0.0], [0.0, 0.0, 0.0], [-0.1, 0.1, 0.0], [0.0, 0.0, 0.0], [0.0, 0.0, 0.0], [0.0, 0.0, 0.0], [0.0, 0.0, 0.0], [0.0, 0.0, 0.0], [0.0, 0.0, 0.0], [0.0, 0.0, 0.0], [0.0, 0.0, 0.0], [0.0, 0.0, 0.0], [0.0, 0.0, 0.0], [0.0, 0.0, 0.0], [0.0, 0.0, 0.0], [0.0, 0.0, 0.0], [0.0, 0.0, 0.0], [0.0, 0.0, 0.0], [0.0, 0.0, 0.0], [0.0, 0.0, 0.0], [0.0, 0.0, 0.0], [0.0, 0.0, 0.0], [0.0, 0.0, 0.0], [0.0, 0.0, 0.0], [0.0, 0.0, 0.0], [0.0, 0.0, 0.0], [0.0, 0.0, 0.0], [0.0, 0.0, 0.0], [0.0, -0.1, 0.0], [0.0, 0.0, 0.0], [0.0, 0.0, 0.0], [0.0, 0.0, 0.0], [0.0, 0.0, 0.0], [0.0, 0.0, 0.0], [0.0, 0.0, 0.0], [0.0, 0.0, 0.0], [0.0, 0.0, 0.0], [0.0, 0.0, 0.0], [0.0, 0.0, 0.0]]
}